Record 1
87
Properties=species:S:1:pos:R:3:forces:R:3 method="wB97M-V/def2-TZVPD" total_energy_ha=-2954.34492 spin_multiplicity=1 homo_lumo_gap_ha=0.318 charge=+1 homo_energy_ev=-11.09
C 4.0127 1.1619 2.8005 -0.25 -0.20 0.07
C 3.8750 0.5552 1.4120 0.60 0.03 0.30
O 2.6885 -0.2499 1.2999 -0.01 0.91 -0.70
C 2.6592 -0.7856 -0.0122 0.01 -0.92 0.17
C 1.2811 -1.2927 -0.4037 0.74 -0.73 0.09
O 0.3169 -0.2723 -0.7727 -0.05 -0.33 0.13
N 0.1902 0.6887 0.1702 0.73 2.23 0.89
C 0.7762 1.9632 0.0961 -0.06 0.26 -2.37
P 1.8770 2.5656 -1.2911 1.69 -0.33 0.58
C 1.3836 4.3184 -1.5488 -0.77 -0.22 -0.24
O 1.4536 1.6978 -2.6339 -0.55 0.59 0.64
C 0.4156 2.6499 1.1888 -0.49 0.06 0.96
N -0.3780 1.7862 1.9594 0.76 0.91 -0.57
C -0.4727 0.6530 1.3162 -1.46 -2.74 0.61
C -1.2281 -0.5690 1.8146 0.57 -0.17 -0.12
Cl -1.4503 -0.4663 3.5963 -0.06 0.20 -0.48
C -2.5754 -0.8203 1.0930 -0.41 0.75 -0.08
C -3.1964 0.4588 0.5015 0.32 -0.15 0.22
Cl -2.3279 -1.9787 -0.2586 -0.19 0.11 0.48
H 3.8585 0.4105 3.5847 0.05 0.12 -0.20
H 3.2772 1.9651 2.9425 0.15 -0.18 0.00
H 5.0143 1.5891 2.9367 -0.25 -0.09 -0.14
H 3.8761 1.3707 0.6689 -0.22 -0.31 0.04
H 4.7322 -0.0965 1.1659 -0.11 0.19 0.22
H 3.0695 -0.1073 -0.7802 -0.21 0.14 0.33
H 3.3219 -1.6744 -0.0165 -0.20 0.20 -0.21
H 0.8844 -1.9836 0.3561 -0.04 0.43 -0.05
H 1.4064 -1.9098 -1.3043 -0.31 0.39 0.03
H 2.2645 4.9382 -1.7425 -0.04 -0.39 0.00
H 0.8848 4.7321 -0.6605 0.06 -0.19 -0.21
H 0.7039 4.4019 -2.4085 0.06 0.01 0.25
H 2.0148 0.9115 -2.6130 -0.07 0.09 -0.34
H 0.6475 3.6671 1.4821 -0.13 -0.24 0.01
H -0.8112 1.9370 2.8622 0.14 0.05 -0.05
H -0.5456 -1.4112 1.6545 -0.38 0.04 0.17
H -3.2769 -1.2465 1.8167 0.32 -0.25 -0.24
H -4.2368 0.2800 0.2147 0.29 0.01 -0.07
H -2.6034 0.7527 -0.3747 -0.32 0.08 0.13
H -3.1837 1.2760 1.2375 -0.04 -0.22 -0.11
C -1.8649 9.1598 0.6181 -0.07 0.09 0.04
O -2.4684 8.4511 1.6897 0.22 -0.08 -0.13
C -2.4926 7.0508 1.4828 -0.24 0.17 0.34
C -1.4185 6.3557 2.2948 0.14 -0.18 -0.35
O -0.1147 6.6744 1.8223 -0.03 -0.02 0.12
C 0.5505 7.6279 2.6416 0.10 -0.02 -0.02
H -1.7325 10.1932 0.9339 -0.07 -0.03 0.05
H -0.8873 8.7455 0.3593 -0.02 -0.03 -0.03
H -2.5179 9.1443 -0.2600 0.07 -0.01 -0.06
H -2.3928 6.8096 0.4196 0.07 -0.02 0.01
H -3.4715 6.6940 1.8195 0.01 -0.06 -0.03
H -1.5394 5.2706 2.1823 -0.09 -0.01 0.03
H -1.5207 6.5974 3.3565 -0.01 0.07 -0.02
H 0.8431 7.1704 3.5921 -0.02 0.07 0.04
H -0.0775 8.4996 2.8330 -0.03 -0.03 0.01
H 1.4488 7.9510 2.1183 -0.02 -0.07 -0.04
C -0.8481 -7.8394 2.7506 -0.01 -0.11 -0.05
O -1.1028 -7.3947 1.4275 0.09 0.14 0.19
C -1.6417 -6.0840 1.3795 0.03 -0.24 -0.38
C -0.5915 -5.0690 0.9791 -0.06 0.20 0.34
O 0.4027 -4.9155 1.9875 0.10 -0.06 -0.15
C 1.6115 -5.5892 1.6740 0.01 0.06 0.09
H -0.2823 -8.7677 2.6880 -0.04 0.01 -0.08
H -0.2622 -7.1105 3.3162 -0.04 0.02 0.01
H -1.7904 -8.0395 3.2700 0.03 0.04 0.08
H -2.0973 -5.8133 2.3371 0.06 0.04 0.02
H -2.4302 -6.0894 0.6198 -0.02 0.06 0.02
H -1.0709 -4.0938 0.8604 -0.06 -0.05 -0.06
H -0.1365 -5.3412 0.0212 -0.02 -0.06 0.01
H 2.1365 -5.0684 0.8648 0.03 -0.09 -0.05
H 1.4307 -6.6260 1.3835 -0.01 0.01 -0.04
H 2.2416 -5.5788 2.5621 -0.05 0.06 0.01
C 0.1421 -1.7315 -5.7098 -0.07 0.00 -0.14
O -0.3416 -2.9533 -6.2339 0.11 0.09 0.26
C 0.4105 -4.0789 -5.7995 -0.33 -0.09 -0.29
C -0.3136 -4.8405 -4.7098 0.39 -0.05 0.19
O -0.3918 -4.0798 -3.5078 -0.16 0.13 -0.06
C -1.6714 -3.5045 -3.3061 0.09 -0.11 0.04
H -0.5840 -0.9546 -5.9465 -0.01 -0.05 -0.05
H 0.2627 -1.7776 -4.6231 0.04 -0.01 0.01
H 1.0974 -1.4702 -6.1777 0.04 0.04 0.09
H 1.4073 -3.7762 -5.4642 -0.02 0.00 0.06
H 0.5312 -4.7365 -6.6652 0.04 -0.02 0.03
H 0.2528 -5.7473 -4.4780 -0.02 -0.02 -0.04
H -1.3096 -5.1419 -5.0455 0.00 0.07 -0.02
H -2.3973 -4.2797 -3.0376 -0.07 0.05 -0.04
H -2.0196 -2.9676 -4.1915 -0.01 -0.02 -0.01
H -1.5873 -2.8016 -2.4792 0.07 -0.03 -0.10

=====

Record 2
92
Properties=species:S:1:pos:R:3:forces:R:3 method="wB97M-V/def2-TZVPD" total_energy_ha=-2439.56478 spin_multiplicity=1 homo_lumo_gap_ha=0.251 homo_energy_ev=-6.80 e_above_lowest_kcal_mol=0.46
Ag -0.8074 -0.1274 -1.3633 0.55 -0.31 -0.94
C -1.6683 -0.1034 -4.9117 0.61 -0.75 2.19
O -1.4428 -1.1861 -5.8193 -0.16 0.17 -0.59
O -0.8510 -0.2479 -3.8621 0.22 0.91 0.45
C -1.4821 1.1394 -5.8447 1.72 0.64 -0.93
F -2.6740 1.5665 -6.3892 1.14 -0.31 0.52
F -0.8948 2.2423 -5.2257 -1.16 -1.27 -0.51
F -0.6215 0.8481 -6.8943 -1.23 0.76 1.06
C -2.1727 -2.3599 -5.7189 -1.46 -0.41 -0.30
C -1.7974 -3.3313 -6.8275 0.22 -0.31 0.25
H -0.7352 -3.5867 -6.8232 0.06 0.39 -0.12
H -2.2906 -4.2915 -6.6439 -0.26 0.15 -0.07
H -2.1137 -2.9497 -7.7971 0.23 -0.03 -0.07
H -3.2385 -2.1190 -5.9019 0.05 -0.08 0.31
H -2.1455 -2.9158 -4.7674 0.47 0.58 0.20
H -2.6819 -0.0057 -4.4615 -0.53 -0.35 -1.17
C 2.9163 0.1796 -1.0466 -1.16 -3.23 0.94
O 3.5082 0.1374 0.2816 0.34 1.06 0.37
O 1.6233 -0.1728 -0.9072 -0.02 0.93 0.32
C 3.1849 1.4461 -1.8446 0.03 -0.21 -1.66
F 4.3871 1.3059 -2.4876 -0.23 0.78 0.95
F 2.3143 1.6234 -2.8630 0.09 0.02 1.06
F 3.1586 2.5749 -1.0831 0.25 -0.20 -0.44
C 4.8573 0.5929 0.3791 -0.13 0.16 0.14
C 5.3885 0.3389 1.7725 0.81 -0.02 0.13
H 6.3726 0.7830 1.9623 -0.08 0.37 -0.55
H 4.7727 0.7619 2.5679 -0.33 -0.53 -0.03
H 5.6442 -0.7213 1.8485 -0.75 -0.09 0.54
H 4.8435 1.6566 0.1379 0.51 0.00 -0.04
H 5.5128 0.0375 -0.2996 -0.14 0.22 -0.36
H 3.4342 -0.6827 -1.5015 0.41 0.62 -0.93
C -2.0588 0.8400 3.3026 0.33 -0.16 0.52
C -2.0468 -0.1017 2.1154 -0.25 -0.09 -1.51
C -3.3376 0.1483 1.3001 -0.08 -0.28 0.46
O -0.9468 0.0630 1.2672 0.53 0.59 0.08
H -2.1147 1.8859 2.9857 -0.13 -0.05 -0.02
H -1.1534 0.7484 3.9121 -0.10 -0.09 -0.11
H -2.9112 0.6105 3.9484 -0.03 0.18 -0.01
H -2.0407 -1.1484 2.4676 -0.26 0.00 0.28
H -3.2478 -0.2024 0.2732 0.14 -0.18 0.05
H -3.5303 1.2233 1.2453 -0.08 0.02 0.03
H -4.1944 -0.3495 1.7666 -0.09 0.19 -0.05
C -3.3687 1.9654 -1.9848 -1.22 0.37 0.62
O -2.1282 1.8667 -1.3041 -0.08 -0.14 -1.18
C -1.5521 3.1181 -1.1367 -0.46 1.45 0.61
C -0.1681 2.9655 -0.5778 0.63 -0.28 0.36
N -0.2396 2.8474 0.9237 -0.26 -0.26 0.04
H -0.5301 3.7304 1.3456 -0.67 -0.20 -0.28
H -0.9265 2.0579 1.0821 0.56 -0.04 0.48
C 1.0548 2.5329 1.6183 0.14 -1.08 -1.85
C 1.2747 3.3694 2.8386 0.88 0.37 -0.05
O 0.2211 3.3035 3.7547 -0.62 -0.02 0.21
C 0.5013 2.5768 4.9294 1.42 0.23 0.28
H -4.0355 2.4651 -1.2657 -0.37 -0.29 -0.22
H -3.7557 0.9890 -2.2622 0.27 -0.22 0.38
H -3.4420 2.5612 -2.9023 1.00 0.08 0.04
H -2.1612 3.6942 -0.4130 -0.03 -0.03 0.11
H -1.6156 3.7559 -2.0221 0.47 -0.41 -0.39
H 0.5515 3.7586 -0.7627 -0.25 0.18 -0.42
H 0.2444 2.0228 -0.9568 0.26 0.10 0.17
H 1.8361 2.6495 0.8599 0.12 0.54 0.29
H 1.0513 1.4421 1.6830 -0.21 0.04 0.84
H 1.4269 4.4307 2.6107 -0.33 0.03 -0.45
H 2.2773 3.1058 3.2038 -0.31 -0.35 0.53
H 0.8893 1.5933 4.6807 -0.25 -0.46 0.01
H -0.3339 2.5202 5.6179 -0.38 0.04 -0.41
H 1.3237 3.0763 5.4638 -0.14 0.03 0.07
C -1.8488 -2.8604 -0.4040 -0.28 -0.08 -0.45
O -0.5759 -2.7563 -1.0012 0.00 1.11 -0.71
C 0.4500 -3.5923 -0.5471 -1.42 -0.80 0.07
C 0.7518 -3.3168 0.9083 -0.32 -0.13 -1.36
N 0.9317 -1.8622 1.0557 1.21 0.46 0.36
H 1.3215 -1.3346 0.2072 0.16 -0.08 -0.45
H 0.0490 -1.2822 1.2007 -0.32 0.10 -0.06
C 1.8227 -1.5375 2.1875 -0.95 -0.62 1.49
C 1.0144 -1.6285 3.4728 -0.72 0.89 -0.19
O 0.3464 -2.8678 3.5813 0.83 0.07 0.35
C -0.3807 -3.0130 4.7676 -2.05 -1.23 0.02
H -2.3990 -3.7625 -0.7027 0.36 -0.23 0.16
H -2.4132 -2.0351 -0.8379 -0.10 0.05 0.21
H -1.8378 -2.7576 0.6829 0.01 0.00 0.04
H 1.3422 -3.4572 -1.1558 -0.19 0.30 -0.21
H 0.0487 -4.6048 -0.7154 0.68 -0.24 0.39
H 1.6697 -3.8781 1.0667 0.07 0.23 0.82
H -0.0571 -3.5933 1.5701 0.25 -0.45 0.04
H 2.1415 -0.5099 2.1035 0.51 0.03 -0.28
H 2.6254 -2.2633 2.3021 0.35 0.25 -0.69
H 0.2579 -0.8267 3.3891 0.14 -0.11 0.35
H 1.6456 -1.4478 4.3481 0.10 0.01 -0.01
H -0.2284 -2.3058 5.5793 0.54 0.19 -0.17
H -0.3337 -4.0432 5.1364 0.90 0.12 0.14
H -1.4580 -3.0123 4.5313 0.05 0.71 -0.08

=====

Record 3
81
Properties=species:S:1:pos:R:3:forces:R:3 method="wB97M-V/def2-TZVPD" total_energy_ha=-1527.93009 spin_multiplicity=1 homo_lumo_gap_ha=0.233 charge=-1 homo_energy_ev=-4.01
C 1.0297 -0.5927 2.8980 0.42 -0.23 -0.36
C 1.4960 -1.8753 2.2093 -0.14 0.31 0.57
C 0.6125 -3.0904 2.5261 0.57 -0.12 -0.14
C -0.1250 -3.6079 1.2997 -0.11 0.05 -0.57
O -1.1031 -2.7811 0.7560 0.02 0.03 0.43
In -2.7810 -2.3130 1.9384 -0.46 0.20 -0.11
C -4.1516 -1.1325 0.6132 0.56 -0.09 0.55
C -4.9010 -0.0435 1.3870 0.14 -0.27 -0.52
C -3.9330 -4.1092 2.6178 -0.50 0.54 0.20
N -5.3397 -3.6212 2.8535 0.27 0.02 -0.38
H 1.6651 0.2333 2.5803 -0.05 0.20 -0.03
H -0.0048 -0.3867 2.6548 -0.24 0.13 0.08
H 1.1457 -0.7094 3.9729 -0.22 0.08 0.22
H 2.5070 -2.0603 2.5731 0.22 -0.11 -0.15
H 1.5658 -1.7109 1.1371 -0.07 -0.06 -0.15
H 1.2759 -3.9000 2.8444 -0.04 -0.19 0.09
H -0.0378 -2.8838 3.3753 -0.28 0.07 -0.04
H 0.6649 -3.7357 0.5388 0.05 -0.16 -0.08
H -0.5013 -4.6262 1.4951 -0.13 -0.05 0.18
H -2.2900 -1.4009 3.4010 0.01 0.00 -0.11
H -3.5917 -0.6742 -0.2018 0.08 -0.09 -0.19
H -4.8496 -1.8585 0.2055 -0.18 -0.06 -0.22
H -4.2039 0.5974 1.9231 0.00 0.08 0.21
H -5.5892 -0.5033 2.0919 -0.09 0.10 0.21
H -5.4695 0.5934 0.7016 -0.22 0.14 0.09
H -4.0036 -4.8970 1.8740 0.18 -0.15 -0.15
H -3.5597 -4.5308 3.5512 0.31 -0.35 -0.02
H -5.9973 -4.3914 2.8284 -0.01 0.01 0.29
H -5.3911 -3.1799 3.7625 -0.12 -0.02 -0.03
C 2.3868 1.4679 -1.9985 0.06 0.08 0.07
C 3.9063 1.4724 -1.8442 -0.02 -0.10 -0.05
C 4.0620 1.2883 -0.3408 -0.14 0.01 0.02
O 2.9421 0.5151 0.0896 0.09 0.05 -0.03
C 1.9723 0.4360 -0.9601 0.00 -0.12 -0.02
H 2.0458 1.2173 -3.0015 -0.02 0.01 0.00
H 1.9775 2.4448 -1.7392 -0.02 0.01 -0.05
H 4.3402 0.6211 -2.3754 0.01 0.01 0.01
H 4.3850 2.3809 -2.2091 -0.01 0.02 0.02
H 4.0376 2.2515 0.1803 0.09 0.05 -0.05
H 4.9834 0.7739 -0.0673 0.00 0.00 0.04
H 1.9893 -0.5784 -1.3725 -0.05 0.01 -0.02
H 0.9807 0.6198 -0.5470 0.01 -0.04 0.06
C -1.4554 5.3914 -2.1177 0.06 0.09 -0.04
C -2.0942 4.7585 -3.3499 -0.09 -0.06 0.03
C -0.9437 3.9270 -3.9005 0.08 0.02 0.00
O -0.1624 3.5253 -2.7753 -0.04 0.10 -0.03
C -0.5685 4.2601 -1.6170 -0.07 -0.14 0.04
H -2.1749 5.7234 -1.3708 -0.01 -0.02 0.00
H -0.8452 6.2498 -2.4103 0.00 0.00 0.01
H -2.9192 4.1085 -3.0510 0.01 0.00 -0.01
H -2.4742 5.4821 -4.0702 0.02 0.01 0.00
H -0.3107 4.5187 -4.5722 -0.05 0.01 -0.03
H -1.2804 3.0387 -4.4360 0.03 -0.03 0.02
H -1.1196 3.5867 -0.9532 0.00 0.04 0.03
H 0.3184 4.6149 -1.0901 0.04 -0.03 -0.02
C -3.9010 -2.9393 -2.8036 0.04 0.12 0.03
C -5.0275 -3.9536 -2.6514 0.02 -0.11 -0.01
C -5.6063 -3.9867 -4.0591 -0.01 0.09 -0.01
O -4.5213 -3.7193 -4.9522 -0.01 0.00 0.02
C -3.3913 -3.2516 -4.2018 0.01 -0.13 0.04
H -3.1291 -3.0232 -2.0398 -0.01 0.01 0.03
H -4.3044 -1.9252 -2.7654 0.01 0.00 0.03
H -4.6174 -4.9313 -2.3875 -0.01 0.00 0.00
H -5.7625 -3.6789 -1.8967 0.02 0.03 0.01
H -6.3667 -3.2085 -4.1934 -0.03 -0.02 0.04
H -6.0498 -4.9505 -4.3163 0.02 0.00 -0.05
H -2.6371 -4.0458 -4.1809 0.03 0.03 0.02
H -2.9642 -2.3827 -4.7041 -0.03 -0.01 -0.05
C 7.6536 3.3193 3.3177 -0.03 0.09 0.02
C 6.5459 2.3674 3.7589 0.06 -0.08 0.01
C 5.7058 2.2608 2.4943 -0.02 0.08 0.00
O 6.6138 2.4189 1.3966 0.04 0.03 0.08
C 7.8748 2.8842 1.8758 -0.02 -0.12 -0.02
H 8.5580 3.2535 3.9217 0.00 -0.02 0.00
H 7.2960 4.3513 3.3498 0.01 0.00 -0.01
H 6.9683 1.3928 4.0140 -0.01 0.00 0.00
H 5.9741 2.7242 4.6140 -0.01 0.01 -0.01
H 4.9588 3.0598 2.4446 -0.03 -0.02 0.04
H 5.1919 1.3044 2.4049 -0.01 0.00 -0.07
H 8.5964 2.0612 1.8168 0.05 0.04 0.02
H 8.2235 3.6953 1.2346 -0.02 -0.01 -0.04

=====

Record 4
94
Properties=species:S:1:pos:R:3:forces:R:3 method="wB97M-V/def2-TZVPD" total_energy_ha=-2718.54907 spin_multiplicity=1 homo_lumo_gap_ha=0.244 charge=-1 homo_energy_ev=-4.97
C 0.5551 1.0155 2.2822 -0.14 0.87 0.44
Si 0.6653 -0.3833 0.9102 -0.57 -0.52 0.57
C 0.3157 0.3636 -0.8501 -0.68 -0.13 -0.75
C 2.4880 -1.0733 1.0233 0.58 -0.31 -0.08
O -0.5503 -1.6037 1.2552 1.16 2.70 -0.58
C -1.9331 -1.0283 1.1635 -0.58 -1.32 0.65
C -2.9286 -2.1767 1.7961 1.66 -0.08 -0.46
Al -4.9191 -1.9256 1.3729 0.21 0.12 0.82
C -5.7423 -0.1750 2.0544 -1.40 1.36 -0.22
C -6.0146 0.9018 0.8137 -0.15 0.62 0.51
C -4.6094 1.5764 0.2723 -0.72 -0.71 1.28
O -4.8291 2.4726 -0.8977 1.00 -2.09 -0.26
H -0.5085 1.5252 2.2566 2.08 -1.04 0.21
H 1.3329 1.8767 2.0416 -1.43 -1.79 0.63
H 0.7539 0.5692 3.3711 -0.42 1.06 -2.38
H -0.3935 1.2947 -0.6801 1.51 -1.76 -0.71
H -0.2795 -0.4562 -1.4750 1.19 1.80 1.26
H 1.2853 0.6231 -1.4596 -1.92 -0.24 1.26
H 3.2303 -0.1511 1.0648 -1.51 -1.88 0.17
H 2.5455 -1.7254 2.0143 0.22 1.33 -2.16
H 2.8071 -1.6958 0.0704 -0.71 1.03 2.07
H -2.1027 -0.8330 0.0047 -0.09 -0.27 2.45
H -2.0142 -0.0331 1.8039 0.14 -1.92 -1.47
H -2.7386 -2.3141 2.9507 -0.07 0.49 -2.16
H -2.5932 -3.2065 1.2947 -0.59 2.06 0.98
H -5.7200 -3.1170 2.1023 -0.08 -0.27 0.13
H -5.0972 -2.0484 -0.1943 -0.04 0.11 -0.72
H -5.1768 0.3375 2.9416 -1.01 -0.65 -1.55
H -6.8306 -0.4491 2.4593 2.21 0.60 -0.69
H -6.6864 1.8041 1.1944 1.33 -1.65 -0.82
H -6.6499 0.3798 -0.0438 1.67 1.00 1.62
H -4.1988 2.2312 1.1816 -0.75 -1.30 -2.14
H -3.8362 0.7247 0.0374 -1.44 1.70 0.33
H -4.5911 1.9239 -1.7094 -0.61 0.96 1.70
C 3.3390 5.0573 3.7547 -0.54 -0.01 0.21
O 4.6682 5.0736 3.2378 0.48 -0.70 -0.65
C 4.9642 4.0276 2.4258 -0.46 -0.46 -0.13
O 4.2076 3.1184 2.1227 1.18 1.40 0.46
O 6.2480 4.1683 2.0094 -0.90 0.12 0.44
C 6.7003 3.1311 1.1413 0.22 -0.40 -0.36
H 3.2126 5.9384 4.3900 0.32 -0.10 -0.20
H 2.6079 5.1112 2.9418 0.13 -0.19 0.15
H 3.1739 4.1650 4.3672 -0.03 0.08 -0.27
H 6.1036 3.1080 0.2237 0.00 -0.11 0.25
H 6.6696 2.1617 1.6491 -0.17 0.16 -0.15
H 7.7381 3.3451 0.8712 -0.20 0.19 0.20
C 9.9390 5.7747 1.3678 -0.54 0.02 0.23
O 11.2682 5.7910 0.8508 0.48 -0.78 -0.71
C 11.5642 4.7450 0.0388 -0.34 -0.28 -0.05
O 10.8076 3.8358 -0.2643 1.09 1.29 0.43
O 12.8480 4.8857 -0.3776 -0.95 0.05 0.41
C 13.3003 3.8484 -1.2457 0.18 -0.36 -0.32
H 9.8126 6.6558 2.0030 0.30 -0.13 -0.20
H 9.2079 5.8286 0.5548 0.13 -0.17 0.15
H 9.7739 4.8824 1.9802 -0.03 0.09 -0.24
H 12.7036 3.8254 -2.1633 0.00 -0.11 0.25
H 13.2696 2.8790 -0.7379 -0.16 0.16 -0.15
H 14.3381 4.0625 -1.5158 -0.23 0.21 0.23
C -5.5062 -4.8819 -4.8031 -0.15 0.09 -0.33
O -5.0141 -5.1033 -3.4828 0.84 0.16 0.17
C -3.7256 -4.7212 -3.2959 0.42 0.27 0.13
O -2.9949 -4.2256 -4.1394 -1.05 -0.74 1.05
O -3.3907 -4.9863 -2.0079 -0.53 0.05 -1.27
C -2.0521 -4.6332 -1.6651 0.54 0.20 0.25
H -6.5443 -5.2236 -4.8386 0.23 0.00 0.31
H -5.4861 -3.8154 -5.0488 0.15 -0.21 -0.01
H -4.9287 -5.4595 -5.5321 0.02 0.23 0.10
H -1.8939 -3.5566 -1.7854 -0.02 -0.24 -0.07
H -1.3364 -5.2008 -2.2687 -0.14 0.19 -0.04
H -1.8940 -4.8887 -0.6137 -0.33 0.02 -0.20
C -4.3040 -7.4953 4.9666 0.22 -0.04 0.26
O -5.1643 -7.0943 3.9021 0.28 -0.15 -0.80
C -4.6229 -7.2304 2.6653 0.15 0.15 -0.49
O -3.5047 -7.6520 2.4143 -1.47 0.46 0.44
O -5.5412 -6.8163 1.7561 0.71 -0.52 1.10
C -5.1057 -6.9038 0.4008 0.18 0.10 -0.54
H -4.8385 -7.3438 5.9084 -0.13 0.08 -0.35
H -4.0524 -8.5572 4.8805 0.10 0.21 -0.08
H -3.3977 -6.8814 4.9827 -0.09 -0.22 -0.11
H -4.8862 -7.9422 0.1321 0.12 0.16 0.12
H -4.2314 -6.2662 0.2342 -0.16 -0.22 0.05
H -5.9180 -6.5475 -0.2388 0.06 0.04 0.39
C -3.5610 4.5887 -3.2207 -0.61 -0.10 0.28
O -2.2318 4.6050 -3.7377 0.60 -0.78 -0.85
C -1.9358 3.5589 -4.5497 -0.48 -0.27 0.10
O -2.6924 2.6497 -4.8528 1.14 1.32 0.37
O -0.6520 3.6997 -4.9661 -0.84 0.05 0.33
C -0.1997 2.6624 -5.8342 0.16 -0.36 -0.25
H -3.6874 5.4697 -2.5855 0.31 -0.15 -0.17
H -4.2921 4.6426 -4.0337 0.14 -0.16 0.10
H -3.7261 3.6964 -2.6083 -0.01 0.26 -0.20
H -0.7964 2.6394 -6.7518 -0.01 -0.11 0.24
H -0.2304 1.6930 -5.3264 -0.16 0.16 -0.15
H 0.8381 2.8764 -6.1043 -0.22 0.21 0.23